Entry 1:
Molecular formula: C5H6N2O
Method: DFT, ωB97M-V/def2-TZVPD

## Properties
E_HOMO = -0.3532 Eh
LUMO energy = -0.507 eV
strongest force on any atom = 0.92 eV Å⁻¹

Structure (XYZ):
```
14
Properties=species:S:1:pos:R:3:nbo_charge:R:1
C -0.7591 0.9074 0.2063 -0.695
C 1.7311 0.6296 -0.7151 -0.693
C 0.8065 0.1628 0.3864 0.610
C -1.6883 -0.0514 0.5996 0.730
N -2.4701 -0.8307 0.9665 -0.507
C 0.1283 -1.6216 -0.4759 -0.032
O 1.1394 0.0012 1.5328 -0.611
N -0.5463 -2.5527 -0.6441 -0.565
H -2.5916 -1.8347 0.9814 0.487
H -0.7440 1.7656 0.8793 0.291
H -0.9175 1.1955 -0.8307 0.286
H 2.0188 1.6640 -0.5018 0.220
H 2.6259 0.0112 -0.6900 0.252
H 1.2670 0.5537 -1.6946 0.226
```


Entry 2:
Molecular formula: C5H6N2O
Method: DFT, ωB97M-V/def2-TZVPD

## Properties
E_HOMO (spin up / spin down) = -0.2217 / -0.3586 Eh
LUMO energy (spin up / spin down) = 0.520 / -3.666 eV
spin multiplicity = 3
strongest force on any atom = 3.93 eV Å⁻¹

Structure (XYZ):
```
14
Properties=species:S:1:pos:R:3:nbo_charge:R:1
C 2.3801 0.1369 -0.3517 0.213
C -0.8187 0.3898 -0.1795 0.536
C 0.5911 -1.2698 0.6340 -0.130
C 1.3138 -0.7184 -0.6243 -0.401
C -2.0603 1.1596 0.0338 -0.714
N 3.3306 0.6986 -0.0795 -0.359
N -0.0292 0.6206 -1.1721 -0.254
O -0.5680 -0.5044 0.8329 -0.365
H 0.2300 -2.3368 0.4985 0.222
H 1.2204 -0.9244 1.5269 0.224
H 1.3297 -1.5128 -1.4472 0.250
H -1.8024 2.3039 -0.0703 0.266
H -2.3042 1.0933 1.1590 0.242
H -2.8129 0.8640 -0.7605 0.271
```